{"formula": "C33H69N3O16S5", "method": "ωB97M-V/def2-TZVPD", "total_energy_ha": -4657.54925, "de_lowest_kcal_mol": 22.5, "e_lumo_ev": 0.17, "charge": 0, "orbital_gap_ha": 0.3439, "symbols": ["C", "C", "O", "N", "C", "H", "H", "H", "H", "H", "H", "H", "C", "C", "O", "N", "C", "H", "H", "H", "H", "H", "H", "H", "C", "C", "O", "N", "C", "H", "H", "H", "H", "H", "H", "H", "C", "C", "O", "C", "O", "O", "C", "H", "H", "H", "H", "H", "H", "H", "H", "C", "C", "C", "S", "O", "O", "C", "H", "H", "H", "H", "H", "H", "H", "H", "C", "C", "C", "S", "O", "O", "C", "H", "H", "H", "H", "H", "H", "H", "H", "C", "C", "C", "S", "O", "O", "C", "H", "H", "H", "H", "H", "H", "H", "H", "C", "C", "C", "S", "O", "O", "C", "H", "H", "H", "H", "H", "H", "H", "H", "C", "C", "C", "S", "O", "O", "C", "H", "H", "H", "H", "H", "H", "H", "H"], "coordinates": [[6.06364, -7.88548, 0.05610], [4.99749, -7.38206, -0.94813], [5.35297, -6.47215, -1.62701], [3.90184, -8.00528, -0.99399], [2.89497, -7.62034, -2.03280], [6.55212, -7.02996, 0.52255], [6.88965, -8.45549, -0.36921], [5.69205, -8.36663, 0.96082], [3.92391, -8.99099, -0.77491], [2.91176, -8.41978, -2.77356], [3.23204, -6.74707, -2.59125], [1.88828, -7.67282, -1.61820], [5.94204, 4.74762, 4.40209], [6.49781, 5.41890, 3.25661], [7.69038, 5.24436, 3.07761], [5.75390, 6.12816, 2.52863], [5.84417, 7.14332, 1.47760], [6.40194, 3.77025, 4.54815], [4.89715, 4.59614, 4.13122], [6.04215, 5.14061, 5.41384], [4.83348, 5.71245, 2.51748], [6.81248, 6.92353, 1.02797], [5.84438, 8.12800, 1.94503], [5.13583, 7.09521, 0.65052], [14.03622, 1.78830, -4.84462], [12.76357, 2.09752, -4.27884], [12.51538, 3.11231, -3.63562], [11.82915, 1.16206, -4.53916], [10.45264, 1.09166, -4.10668], [14.40589, 0.94704, -4.25834], [14.85366, 2.49714, -4.71257], [13.83091, 1.48054, -5.86991], [12.13367, 0.30124, -4.97086], [10.11095, 1.83731, -3.38880], [10.25350, 0.14083, -3.61233], [9.86020, 1.18762, -5.01658], [-4.49839, -6.45999, 2.16584], [-5.91729, -7.08023, 1.87529], [-6.53719, -7.50619, 3.00292], [-7.40495, -8.54826, 3.02104], [-7.63288, -9.41922, 2.14897], [-8.01826, -8.54033, 4.22262], [-9.48860, -8.77931, 4.25483], [-4.52278, -5.69997, 2.94679], [-3.99936, -5.95107, 1.34118], [-3.89743, -7.31227, 2.48294], [-5.64667, -7.93094, 1.24985], [-6.53811, -6.36456, 1.33633], [-9.61522, -9.77151, 3.82173], [-10.07292, -7.96744, 3.82176], [-9.69662, -8.90643, 5.31722], [2.37964, 1.08752, -1.91961], [2.15281, 0.72794, -0.42368], [1.16695, -0.42575, -0.38092], [0.17505, -0.51653, -1.92412], [-1.16118, -0.05747, -1.90385], [0.54723, -1.65657, -2.71392], [1.13599, 0.84288, -2.72215], [3.09101, 0.35677, -2.30438], [2.83445, 2.07635, -1.97827], [1.95154, 1.58551, 0.21831], [3.12159, 0.39087, -0.05501], [0.51023, -0.50042, 0.48581], [1.67273, -1.37159, -0.57505], [0.57036, 1.77247, -2.65878], [1.20082, 0.80371, -3.80953], [-5.03637, 2.21292, 5.00340], [-6.34000, 2.31720, 5.74928], [-7.40872, 1.43135, 5.09821], [-6.40659, -0.14768, 4.82579], [-6.74096, -0.81823, 3.54445], [-6.50855, -0.77387, 6.13076], [-4.84186, 0.74377, 4.60153], [-4.12389, 2.47954, 5.53671], [-5.12800, 2.96525, 4.22001], [-6.72293, 3.32043, 5.93637], [-6.24911, 1.89303, 6.74925], [-7.62289, 1.66318, 4.05490], [-8.32773, 1.27334, 5.66263], [-4.65865, 0.78571, 3.52785], [-3.99165, 0.26269, 5.08507], [-5.42740, 9.28746, -2.44909], [-5.07267, 8.33217, -3.48903], [-4.20985, 7.10964, -3.10030], [-3.35516, 7.64177, -1.49621], [-2.04709, 8.07576, -1.96457], [-3.27150, 6.62339, -0.40586], [-4.54049, 9.05028, -1.22778], [-6.41806, 8.98787, -2.10712], [-5.56268, 10.31060, -2.79975], [-4.44051, 8.92506, -4.15005], [-6.01710, 8.06837, -3.96502], [-3.36289, 6.94952, -3.76747], [-4.64562, 6.19705, -2.69363], [-4.02872, 9.82393, -0.65535], [-5.19465, 8.60902, -0.47581], [-5.38066, 1.93944, -8.10871], [-6.12610, 1.93373, -9.54152], [-7.67980, 1.83703, -9.37863], [-7.97590, 1.48407, -7.60809], [-8.70693, 0.28351, -7.42821], [-8.28219, 2.74068, -6.94876], [-6.17881, 1.05081, -7.21293], [-5.32646, 2.95360, -7.71291], [-4.37113, 1.53485, -8.18122], [-5.61406, 1.18238, -10.14266], [-5.78543, 2.89980, -9.91404], [-8.13819, 1.04849, -9.97545], [-8.22363, 2.73225, -9.68018], [-5.97086, 0.03149, -7.53825], [-5.95194, 1.23857, -6.16346], [5.37437, -3.98068, 5.50586], [5.59614, -3.15451, 6.73506], [4.34337, -2.94357, 7.63743], [3.01115, -3.03988, 6.40570], [2.89534, -1.72878, 5.79226], [1.86483, -3.75915, 7.02321], [3.87558, -4.16901, 5.31209], [5.85963, -4.95587, 5.54632], [5.76563, -3.47364, 4.62386], [5.89066, -2.22036, 6.25680], [6.48046, -3.57614, 7.21288], [4.18771, -2.09684, 8.30595], [4.18374, -3.82802, 8.25417], [3.48243, -3.92329, 4.32560], [3.69861, -5.16351, 5.72166]], "atomic_forces_ev_per_a": [[-0.06, 0.26, 1.17], [6.19, 0.13, 2.26], [-0.02, 2.69, -1.90], [-5.62, -2.18, -1.29], [0.72, -1.63, -0.06], [-0.05, 0.43, -0.53], [-0.37, -0.17, -0.33], [-0.37, -0.68, -0.30], [-0.14, 0.25, 0.44], [-0.02, -0.13, -0.20], [-0.41, 0.25, 0.69], [0.15, 0.79, 0.05], [-2.13, -2.16, 1.35], [6.25, -1.83, 2.05], [1.56, 0.60, -0.63], [-7.04, 2.48, -3.52], [2.51, -0.58, 0.25], [0.03, -0.07, -0.54], [-0.46, -0.30, 0.89], [-0.11, 0.98, -0.43], [-0.41, 0.62, 0.45], [0.23, 0.71, -0.25], [-0.02, 0.02, -0.25], [-0.42, -0.45, 0.62], [2.42, -1.15, -0.50], [-2.22, 2.18, 1.70], [0.01, -0.35, -0.16], [-0.26, -1.11, 0.13], [-0.46, 0.16, -0.09], [0.06, -0.55, -0.32], [-0.64, 0.49, -0.38], [0.76, 0.00, -0.13], [0.15, 0.28, -0.03], [0.66, 0.35, -0.24], [0.03, -0.17, -0.23], [-0.50, -0.13, 0.25], [-0.98, -0.34, 0.80], [2.80, 0.77, -2.77], [-1.62, -1.28, 2.47], [-1.03, -2.08, -1.73], [1.10, 3.20, 2.18], [-0.79, 0.87, -0.21], [1.80, -1.21, 0.45], [-0.17, -0.21, 0.27], [-0.44, -0.41, -0.45], [0.33, 0.29, 0.16], [-0.65, -0.06, -0.40], [-0.15, -0.12, -0.05], [-0.49, 0.34, -0.46], [0.32, -0.14, -0.17], [-0.02, 0.38, -0.09], [0.94, -1.10, 0.16], [0.48, 0.04, -0.57], [-0.72, -1.05, -0.14], [3.05, 2.92, -2.65], [-1.96, -0.17, 1.07], [-0.23, -1.22, 0.77], [-1.16, 1.95, 0.42], [0.53, 0.14, 0.14], [-0.26, -0.01, -0.36], [-0.76, -0.02, -0.25], [-0.06, -0.25, 0.12], [0.11, 0.03, -0.06], [0.29, -0.08, 0.68], [-0.76, -0.11, 0.55], [0.50, -1.06, 0.11], [0.12, 0.22, 0.40], [-1.24, -0.37, 1.67], [1.48, -0.84, -1.58], [-1.83, 0.89, -0.67], [0.56, 0.85, 2.46], [0.71, -0.65, -0.76], [0.13, 0.52, -1.34], [-0.41, 0.37, 0.52], [0.33, -0.65, -0.77], [0.22, 0.17, -0.40], [0.24, -0.02, 0.24], [-0.28, 0.61, 0.04], [0.35, -0.27, 0.02], [-0.01, -0.74, -0.03], [-0.37, -0.12, 0.18], [-0.96, 0.29, 2.82], [1.08, -1.13, -2.53], [0.23, 0.59, 2.47], [1.27, -1.16, -0.64], [-0.50, 0.72, 0.40], [-1.34, 2.16, -1.97], [0.15, -0.83, 1.87], [-0.18, 0.34, 0.18], [0.59, -0.05, 0.01], [-0.10, -0.47, -0.70], [0.44, -0.32, -0.57], [-0.33, -0.24, 0.07], [-0.64, -0.10, -0.91], [0.20, 0.30, -0.69], [0.08, -0.11, 0.21], [-0.78, 0.05, -0.99], [1.13, 0.98, 1.44], [0.72, -0.28, -0.22], [3.16, 0.90, 0.21], [-1.48, -0.77, 0.15], [-0.22, -0.78, -0.33], [-0.86, 0.55, -0.33], [-0.03, 0.02, -0.08], [0.03, 0.22, -0.28], [-0.71, -0.24, -0.11], [-0.56, -0.04, -0.61], [0.26, -0.30, 0.26], [0.28, 0.23, 0.43], [-0.53, -0.22, 0.43], [-0.42, -0.31, 0.03], [-0.89, -0.53, -1.41], [1.03, 1.71, 0.62], [0.04, -1.56, -0.92], [-1.01, -0.82, 2.04], [-0.28, -0.75, 0.02], [1.62, 1.60, -1.39], [-0.10, -0.18, 0.38], [-0.10, 0.01, 0.07], [0.24, -0.01, 0.15], [0.10, 0.52, 0.93], [-0.22, 0.40, 0.64], [0.49, 0.31, -0.57], [-0.01, -0.12, 0.02], [0.04, -0.62, -0.02], [-0.95, 0.04, -0.56]], "lowdin_charge": [-0.0080, -0.6598, 0.0630, 0.0267, -0.0242, 0.0719, 0.0766, 0.0633, 0.1478, 0.0773, 0.0851, 0.0801, -0.0118, -0.6729, 0.0462, 0.0136, -0.0310, 0.0925, 0.0782, 0.0965, 0.1327, 0.0847, 0.0853, 0.0861, -0.0217, -0.6058, 0.0451, -0.0122, -0.0716, 0.0953, 0.0969, 0.0946, 0.1322, 0.0865, 0.0798, 0.0809, -0.0500, -0.2533, 0.0313, -0.5102, 0.0839, -0.0367, 0.0054, 0.0696, 0.0712, 0.0708, 0.1190, 0.1277, 0.0873, 0.0966, 0.0875, -0.2299, -0.2045, -0.2073, 0.6686, -0.3094, -0.3248, -0.2415, 0.1117, 0.1153, 0.1116, 0.1096, 0.1056, 0.0945, 0.0946, 0.1059, -0.2228, -0.2555, -0.1907, 0.7291, -0.3586, -0.3432, -0.2173, 0.1138, 0.1165, 0.1148, 0.1107, 0.0909, 0.1047, 0.0991, 0.1083, -0.2461, -0.2461, -0.1656, 0.7295, -0.3656, -0.3599, -0.2022, 0.1109, 0.1254, 0.1198, 0.1209, 0.0948, 0.0904, 0.1033, 0.0903, -0.2381, -0.1767, -0.2044, 0.6801, -0.3217, -0.3316, -0.2229, 0.1066, 0.1091, 0.1032, 0.0973, 0.0931, 0.0955, 0.1050, 0.1055, -0.2407, -0.2243, -0.1934, 0.6991, -0.3293, -0.3590, -0.2264, 0.1132, 0.1148, 0.1124, 0.1141, 0.1069, 0.0959, 0.1089, 0.1077]}